This record from the OMol25 dataset describes a structure of composition C44H48CrN10O3. The level of theory is wB97M-V/def2-TZVPD.

Results
multiplicity: 4
lowest unoccupied orbital energy (spin up / spin down): -7.86 / -7.76 eV
expectation value of S²: 3.7804
relative energy (zero: lowest compared OMol25 entry of this formula, charge and spin): 9.5 kcal per mole
Kohn-Sham gap (spin up / spin down): 6.6 / 6.7 eV
charge: +3

Structure (XYZ):
```
106
Properties=species:S:1:pos:R:3:lowdin_spin:R:1
Cr 0.692 -0.547 1.116 2.956
C -1.612 -2.658 1.185 0.000
C -0.737 -3.456 2.140 0.001
C 0.640 -3.645 1.576 0.006
C 1.292 -4.868 1.707 -0.001
C 2.423 -5.127 0.962 0.006
C 2.871 -4.151 0.077 -0.001
C 2.223 -2.940 0.056 0.003
N 1.141 -2.658 0.819 -0.014
N -1.449 -1.177 1.244 -0.013
C -1.947 -0.753 2.583 0.002
C -0.868 -0.731 3.616 0.007
C -1.180 -0.781 4.965 -0.002
C -0.175 -0.621 5.899 0.009
C 1.118 -0.388 5.453 -0.001
C 1.354 -0.354 4.098 0.006
N 0.393 -0.563 3.179 -0.014
C -2.382 -0.668 0.189 0.003
C -2.446 0.829 -0.016 0.001
C -3.299 1.331 -0.994 0.000
C -3.368 2.700 -1.164 0.000
C -2.600 3.519 -0.343 0.000
C -1.782 2.921 0.593 0.001
N -1.684 1.598 0.747 0.008
H -2.665 -2.873 1.392 -0.001
H -1.419 -2.979 0.159 0.000
H -1.183 -4.449 2.226 0.000
H -0.729 -3.059 3.156 0.000
H 0.865 -5.625 2.351 0.000
H 2.923 -6.083 1.035 0.000
H 3.713 -4.320 -0.578 0.000
H 2.575 -2.147 -0.589 0.000
H -2.776 -1.397 2.894 0.000
H -2.323 0.263 2.508 0.000
H -2.206 -0.931 5.271 0.000
H -0.397 -0.658 6.956 0.000
H 1.932 -0.221 6.143 0.000
H 2.336 -0.129 3.719 0.000
H -3.389 -1.030 0.430 0.000
H -2.106 -1.157 -0.747 0.000
H -3.883 0.660 -1.607 0.000
H -4.023 3.127 -1.911 0.000
H -2.655 4.595 -0.417 0.000
H -1.195 3.520 1.280 0.000
N 4.813 -1.267 1.977 0.005
C 3.487 -1.382 2.108 0.006
N 2.819 -0.583 1.299 -0.013
C 3.799 0.085 0.547 0.002
C 3.700 1.002 -0.502 0.000
C 4.876 1.465 -1.056 0.001
C 6.134 1.043 -0.592 0.000
C 6.249 0.131 0.433 0.001
C 5.057 -0.339 0.978 0.000
H 5.501 -1.781 2.506 0.000
H 3.040 -2.081 2.797 0.000
H 2.744 1.328 -0.878 0.000
H 4.833 2.163 -1.881 0.000
H 7.028 1.431 -1.060 0.000
H 7.212 -0.212 0.782 0.000
C -6.634 -0.478 -2.885 0.000
C -5.323 -0.793 -3.550 0.000
C -4.583 -1.918 -3.199 0.000
C -3.404 -2.247 -3.855 0.000
C -2.927 -1.422 -4.865 0.000
N -1.773 -1.752 -5.632 0.000
C -0.713 -2.516 -5.230 0.000
O -0.064 -3.224 -5.950 0.000
N -0.363 -2.419 -3.853 -0.001
C -0.206 -1.265 -3.117 -0.001
C -0.421 0.026 -3.606 0.010
C -0.187 1.096 -2.768 -0.001
C 0.242 0.890 -1.468 0.009
N 0.438 -0.344 -0.975 -0.013
C 0.203 -1.385 -1.790 0.005
C -3.638 -0.275 -5.209 0.000
C -4.827 0.022 -4.566 0.000
H -6.912 -1.253 -2.173 0.000
H -7.434 -0.401 -3.620 0.000
H -6.595 0.475 -2.353 0.000
H -4.967 -2.592 -2.442 0.000
H -2.898 -3.174 -3.622 0.000
H -1.888 -1.759 -6.638 0.000
H 0.229 -3.197 -3.598 0.000
H -0.747 0.183 -4.624 0.000
H -0.340 2.106 -3.122 0.000
H 0.403 1.707 -0.787 0.000
H 0.326 -2.371 -1.372 0.000
H -3.282 0.358 -6.012 0.000
H -5.391 0.892 -4.880 0.000
O 0.678 2.408 3.137 0.009
C 1.233 2.321 2.051 0.006
O 1.126 1.392 1.182 0.017
C 2.171 3.459 1.618 -0.002
N 2.110 4.506 2.710 0.000
C 1.561 5.777 2.105 0.000
C 1.997 5.676 0.655 0.000
C 1.780 4.198 0.330 0.000
H 3.191 3.076 1.570 0.000
H 3.029 4.669 3.117 0.000
H 1.491 4.101 3.438 0.000
H 1.949 6.631 2.655 0.000
H 0.478 5.736 2.220 0.000
H 3.050 5.946 0.559 0.000
H 1.424 6.344 0.016 0.000
H 2.380 3.861 -0.513 0.000
H 0.731 4.010 0.095 0.000
```